[1]
10
Properties=species:S:1:pos:R:3 method="wB97M-V/def2-TZVPD" homo_energy_ev=-8.55 homo_lumo_gap_ev=9.223
C 0.70636 -1.35387 -0.78754
C -0.47524 -1.08462 -0.33517
C -0.95549 -0.27907 0.65049
C 0.75936 -0.25726 0.28649
O 0.96843 1.06287 -0.09117
N -0.21904 1.82564 -0.12231
C -1.21337 1.09872 0.23109
H 1.36205 -2.02813 -1.30471
H 1.25700 -0.55440 1.20751
H -2.19006 1.57013 0.26532



[2]
10
Properties=species:S:1:pos:R:3 method="wB97M-V/def2-TZVPD" smiles="C#CCC(=O)C#N" homo_energy_ev=-10.72 homo_lumo_gap_ev=10.041
O -1.25421 0.20800 1.50409
C -1.04091 0.27311 0.32332
C -0.08091 -0.65328 -0.41881
C 1.25747 -0.52933 0.16014
C 2.32834 -0.37508 0.68436
C -1.71575 1.30362 -0.49709
N -2.23986 2.11419 -1.13620
H -0.07094 -0.42885 -1.49019
H -0.45855 -1.67504 -0.28905
H 3.27531 -0.23733 1.15942



[3]
11
Properties=species:S:1:pos:R:3 method="wB97M-V/def2-TZVPD" smiles="O=C1C=CC(=O)N=C1" homo_energy_ev=-10.15 homo_lumo_gap_ev=8.037
C -0.96434 0.34361 0.90900
C -0.93364 -0.70492 -0.10728
C 0.05723 -0.92367 -0.94560
C 1.29633 -0.13276 -0.84031
C 0.38491 1.09415 0.99186
H -1.90030 -1.27935 -0.21019
H -0.08624 -1.74050 -1.69217
H 0.44210 2.03063 1.62216
N 1.35859 0.98103 0.16131
O -1.92979 0.68398 1.64708
O 2.27516 -0.35220 -1.53586



[4]
11
Properties=species:S:1:pos:R:3 method="wB97M-V/def2-TZVPD" smiles="O=CC1=NC=CC1=O" homo_energy_ev=-10.02 homo_lumo_gap_ev=8.088
C 0.71519 -1.78813 1.12860
C 0.31800 -0.56759 0.19577
C -0.30297 1.58770 0.28435
C -0.73542 1.11953 -0.91588
C -0.22686 -0.11395 -1.18410
H 0.42083 -1.68995 2.42537
H -0.37597 2.54713 0.78475
H -0.88596 1.82609 -1.97406
N 0.12892 0.42729 1.10345
O 1.51866 -2.50536 0.20621
O -0.57440 -0.84275 -2.05446



[5]
11
Properties=species:S:1:pos:R:3 method="wB97M-V/def2-TZVPD" smiles="O=CC1=CC(=O)N=C1" homo_energy_ev=-10.69 homo_lumo_gap_ev=8.611
C 1.03444 1.56953 -0.33368
C 0.25715 0.32034 -0.18828
C -1.02924 0.07848 -0.39958
C -1.27871 -1.27544 0.20705
C 0.83979 -0.91386 0.46992
H 0.34096 2.44700 -0.66163
H -1.76812 0.78114 -0.70713
H 1.85212 -1.15411 0.68591
N -0.06572 -1.82679 0.63436
O 2.17597 1.82704 -0.06976
O -2.35866 -1.85334 0.36282



[6]
14
Properties=species:S:1:pos:R:3 method="wB97M-V/def2-TZVPD" total_charge=-2 homo_energy_ev=-0.29 homo_lumo_gap_ev=5.903
C 0.18123 0.12549 -0.08133
C -1.05088 0.78289 -0.17038
C 1.39003 0.78768 0.17641
C -1.37061 2.09979 -0.26809
C -2.37405 2.83833 -0.38812
N -4.25155 0.82070 -0.58818
O -5.26735 -0.39852 1.45618
O -3.17363 3.73106 -0.52728
O -5.04778 -1.65238 -0.68902
S 1.57485 2.37510 0.54397
S -4.91486 -0.31498 -0.00627
H 0.08629 -0.96690 -0.20547
H -1.88590 0.18848 0.25942
H 2.41883 0.26613 0.04842



[7]
11
Properties=species:S:1:pos:R:3 method="wB97M-V/def2-TZVPD" smiles="C=COC([O-])=C=C=O" total_charge=-1 homo_energy_ev=-3.92 homo_lumo_gap_ev=8.023
C 1.13607 0.71289 -0.74834
C 0.84371 0.61230 -1.95521
C -0.55981 -0.87557 0.99854
C 1.57476 0.51053 0.53684
C -1.56643 -0.35793 0.24857
O 0.30525 0.71682 -3.04446
O 2.51778 0.92775 1.22479
O 0.60966 -0.36897 1.33740
H -0.83485 -1.79249 1.50522
H -1.58319 0.76468 -0.17670
H -2.44295 -0.85001 0.07334



[8]
12
Properties=species:S:1:pos:R:3 method="wB97M-V/def2-TZVPD" total_charge=+3 spin_multiplicity=6 homo_energy_ev="-25.07 / -25.52" homo_lumo_gap_ev="10.439 / 8.106"
C 0.00760 -1.34474 -0.32408
C -0.13519 -0.13212 0.11832
O -0.21097 0.97917 0.45910
C 0.98514 -2.41360 -0.60261
C 0.16862 -2.57756 -1.83521
O -0.46831 -3.69281 -2.01960
C -2.34968 -4.00928 -0.94344
O -2.57929 -4.84244 -1.73103
Rh -1.15176 -4.99839 -3.21767
H 2.01095 -2.10598 -0.83385
H 0.87770 -3.24178 0.11834
H 0.17470 -1.89077 -2.69143



[9]
9
Properties=species:S:1:pos:R:3 method="wB97M-V/def2-TZVPD" homo_energy_ev=-8.73 homo_lumo_gap_ev=8.118
C 1.35673 -0.93147 0.19205
C 0.34659 -0.70873 1.08216
C -0.48183 0.43166 -0.47969
C -0.22851 -1.03674 -0.24945
C 0.36521 0.65458 0.72183
H -0.22379 0.90116 -1.40973
H -1.39103 1.05423 -0.44232
H -0.70010 -1.89183 -0.48073
H 0.95673 1.52715 1.06589



[10]
9
Properties=species:S:1:pos:R:3 method="wB97M-V/def2-TZVPD" smiles=C#CC#CC homo_energy_ev=-9.37 homo_lumo_gap_ev=10.314
C 2.50162 0.04703 0.00308
C 1.07455 -0.06555 0.05785
C -0.11062 -0.05633 -0.05917
C -1.54100 -0.14826 -0.04476
C -2.73130 0.08843 0.04506
H 2.68017 0.94170 -0.65405
H 2.99596 0.33334 0.88624
H 2.92589 -0.82566 -0.29246
H -3.76152 0.35866 0.04792



[11]
9
Properties=species:S:1:pos:R:3 method="wB97M-V/def2-TZVPD" smiles=C#CC#CC homo_energy_ev=-9.21 homo_lumo_gap_ev=9.434
C -1.43923 0.00506 0.02865
C -0.55686 -1.15101 0.00815
C 0.60832 -1.51569 -0.01789
C 1.61539 -0.54274 -0.03318
C 2.04455 0.58883 -0.03869
H -2.03361 0.11824 0.93632
H -2.04396 0.13988 -0.86984
H -0.63826 0.78212 0.03285
H 2.44366 1.57532 -0.04636



[12]
9
Properties=species:S:1:pos:R:3 method="wB97M-V/def2-TZVPD" smiles="C#CC1=CC1" homo_energy_ev=-8.81 homo_lumo_gap_ev=9.449
C 2.85980 -0.08577 0.08732
C 1.68473 -0.13825 -0.07180
C -0.80355 -1.03648 -0.14590
C 0.34763 -0.36470 -0.10020
C -1.20804 0.28809 0.23373
H 3.94860 0.04737 0.16778
H -1.41660 -1.90108 -0.35020
H -1.71153 1.10545 -0.46806
H -1.23184 0.62300 1.29349



Energy above the lowest of the compared OMol25 structures with the same formula, charge and spin
In order: 600.30, 180.53, 66.54, 555.83, 80.10, 179.41, 225.10, 121.44, 453.11, 39.90, 188.53, 179.07
Unit: kJ/mol